Formula: C63H150F6N3O3P4
Source: OMol25
Level of theory: ωB97M-V/def2-TZVPD

Geometry as XYZ:
```
229
Properties=species:S:1:pos:R:3:lowdin_charge:R:1
C 4.35 6.34 -5.55 -0.09
C 3.44 5.16 -5.20 -0.27
C 3.71 3.78 -5.78 -0.25
C 4.85 3.02 -5.12 -0.25
P 4.89 1.26 -5.54 1.05
C 6.48 0.41 -5.34 -0.25
C 7.25 0.74 -4.03 -0.24
C 8.70 0.30 -3.96 -0.25
C 9.61 0.52 -5.18 -0.08
C 4.32 1.07 -7.26 -0.26
C 2.82 1.03 -7.59 -0.26
C 2.46 1.57 -8.99 -0.24
C 0.92 1.77 -9.19 -0.09
C 3.49 0.42 -4.60 -0.22
C 3.74 0.11 -3.12 -0.23
C 3.43 1.23 -2.14 -0.24
C 2.00 1.69 -2.15 -0.10
H 4.29 7.25 -4.96 0.08
H 4.00 6.69 -6.54 0.08
H 5.38 6.13 -5.84 0.08
H 2.43 5.48 -5.47 0.10
H 3.37 5.12 -4.11 0.10
H 3.84 3.81 -6.86 0.12
H 2.72 3.34 -5.61 0.09
H 4.83 3.16 -4.04 0.09
H 5.81 3.42 -5.47 0.12
H 7.11 0.63 -6.21 0.10
H 6.26 -0.66 -5.34 0.11
H 6.64 0.24 -3.28 0.08
H 7.17 1.81 -3.81 0.11
H 8.71 -0.75 -3.67 0.11
H 9.16 0.79 -3.10 0.11
H 9.79 1.60 -5.24 0.08
H 9.17 0.06 -6.06 0.07
H 10.62 0.12 -5.10 0.09
H 4.76 0.14 -7.64 0.11
H 4.84 1.84 -7.84 0.11
H 2.20 1.49 -6.82 0.07
H 2.43 0.01 -7.64 0.12
H 2.67 0.82 -9.75 0.12
H 2.95 2.52 -9.20 0.11
H 0.75 2.46 -10.01 0.08
H 0.47 2.22 -8.30 0.05
H 0.50 0.77 -9.31 0.08
H 3.33 -0.47 -5.21 0.09
H 2.66 1.12 -4.72 0.07
H 4.70 -0.39 -2.98 0.09
H 3.04 -0.69 -2.82 0.10
H 4.09 2.09 -2.28 0.10
H 3.70 0.93 -1.13 0.10
H 1.81 2.41 -1.35 0.05
H 1.26 0.90 -1.96 0.07
H 1.71 2.29 -3.02 0.06
C 4.97 0.46 3.11 -0.10
C 4.18 -0.15 1.95 -0.27
C 2.90 -0.89 2.29 -0.25
C 3.15 -1.96 3.37 -0.23
P 1.65 -2.88 3.90 1.06
C 2.18 -3.82 5.37 -0.28
C 2.99 -3.05 6.41 -0.23
C 3.03 -3.67 7.83 -0.23
C 1.74 -4.17 8.43 -0.09
C 0.20 -1.77 4.19 -0.23
C 0.02 -1.45 5.70 -0.24
C -1.29 -0.75 6.08 -0.26
C -1.59 -0.83 7.59 -0.07
C 1.08 -4.08 2.64 -0.27
C 0.23 -5.26 3.17 -0.22
C -0.57 -5.93 2.05 -0.25
C 0.15 -7.06 1.31 -0.09
H 5.66 1.20 2.71 0.08
H 5.56 -0.16 3.78 0.08
H 4.25 1.05 3.70 0.07
H 4.91 -0.77 1.42 0.12
H 4.05 0.66 1.23 0.08
H 2.52 -1.22 1.33 0.10
H 2.12 -0.21 2.66 0.08
H 3.49 -1.54 4.32 0.08
H 3.89 -2.70 3.04 0.12
H 2.72 -4.65 4.88 0.11
H 1.32 -4.36 5.79 0.08
H 2.57 -2.05 6.41 0.09
H 4.03 -2.92 6.09 0.11
H 3.46 -2.87 8.44 0.12
H 3.88 -4.36 7.90 0.12
H 1.82 -4.90 9.24 0.09
H 1.10 -4.62 7.67 0.05
H 1.14 -3.33 8.79 0.07
H -0.75 -2.22 3.89 0.09
H 0.41 -0.87 3.62 0.06
H 0.82 -0.76 6.02 0.12
H 0.05 -2.41 6.20 0.10
H -2.17 -1.19 5.60 0.08
H -1.27 0.28 5.69 0.10
H -1.20 -1.73 8.06 0.07
H -2.68 -0.82 7.71 0.07
H -1.33 0.10 8.10 0.08
H 1.97 -4.49 2.14 0.09
H 0.49 -3.38 2.04 0.08
H -0.39 -4.83 3.97 0.10
H 0.84 -5.93 3.78 0.12
H -0.95 -5.23 1.31 0.07
H -1.51 -6.30 2.47 0.11
H -0.51 -7.50 0.57 0.08
H 0.72 -7.76 1.92 0.09
H 1.00 -6.60 0.78 0.04
C -9.40 -0.77 4.91 -0.08
C -8.99 -2.05 4.13 -0.25
C -7.69 -2.71 4.64 -0.23
C -6.46 -1.81 4.82 -0.25
P -5.66 -1.08 3.37 1.03
C -4.63 0.28 3.96 -0.27
C -5.32 1.60 4.34 -0.23
C -4.35 2.65 4.94 -0.23
C -3.54 3.44 3.91 -0.10
C -4.60 -2.30 2.52 -0.25
C -5.39 -3.14 1.48 -0.24
C -4.59 -4.36 1.08 -0.23
C -3.30 -3.97 0.34 -0.11
C -6.81 -0.31 2.21 -0.25
C -6.11 0.40 1.04 -0.25
C -7.00 1.28 0.16 -0.24
C -6.22 1.87 -1.02 -0.12
H -8.72 0.05 4.67 0.05
H -9.41 -1.04 5.96 0.09
H -10.33 -0.44 4.45 0.09
H -9.01 -1.76 3.08 0.08
H -9.72 -2.86 4.23 0.12
H -7.53 -3.65 4.12 0.11
H -7.91 -3.07 5.65 0.12
H -5.77 -2.35 5.48 0.11
H -6.71 -0.91 5.38 0.09
H -3.88 0.60 3.22 0.08
H -3.99 -0.02 4.79 0.09
H -6.09 1.36 5.07 0.11
H -5.87 2.11 3.54 0.11
H -3.77 2.19 5.75 0.11
H -5.02 3.34 5.45 0.12
H -3.14 2.86 3.08 0.05
H -2.65 3.90 4.37 0.07
H -4.03 4.39 3.69 0.08
H -4.14 -2.89 3.32 0.11
H -3.71 -1.78 2.18 0.06
H -5.70 -2.50 0.65 0.10
H -6.37 -3.47 1.84 0.11
H -5.15 -4.90 0.32 0.12
H -4.32 -4.93 1.96 0.11
H -2.78 -4.93 0.21 0.06
H -2.56 -3.34 0.85 0.05
H -3.47 -3.56 -0.66 0.08
H -7.46 0.32 2.82 0.10
H -7.39 -1.10 1.73 0.10
H -5.68 -0.36 0.38 0.10
H -5.18 0.91 1.31 0.09
H -7.36 2.10 0.79 0.11
H -7.91 0.79 -0.16 0.12
H -6.93 2.49 -1.57 0.08
H -5.95 1.10 -1.75 0.07
H -5.27 2.36 -0.82 0.05
C -1.77 2.52 -2.60 0.02
N -2.14 3.68 -3.54 -0.33
C -2.30 4.94 -2.71 0.04
C -1.00 3.90 -4.47 -0.01
C -3.47 3.35 -4.18 -0.10
C -3.98 4.33 -5.21 -0.20
O -3.08 4.40 -6.31 -0.06
H -0.74 2.67 -2.30 0.07
H -1.62 1.62 -3.19 0.12
H -2.51 2.52 -1.80 0.11
H -1.66 4.87 -1.84 0.09
H -3.34 5.01 -2.42 0.11
H -2.00 5.80 -3.31 0.12
H -0.06 3.89 -3.93 0.09
H -1.12 4.80 -5.07 0.11
H -0.88 3.06 -5.16 0.12
H -4.17 3.19 -3.35 0.13
H -3.36 2.35 -4.61 0.14
H -4.35 5.29 -4.87 0.14
H -4.81 3.80 -5.70 0.14
H -3.40 4.91 -7.06 0.12
C 1.17 5.11 3.03 0.04
N 0.81 4.20 1.87 -0.32
C 1.40 2.84 2.11 0.00
C -0.68 4.10 1.64 0.02
C 1.37 4.88 0.61 -0.10
C 2.86 5.09 0.52 -0.20
O 3.49 3.80 0.48 -0.07
H 0.79 4.66 3.95 0.12
H 0.48 5.94 2.89 0.11
H 2.22 5.34 3.06 0.11
H 1.41 2.37 1.12 0.09
H 0.71 2.29 2.75 0.09
H 2.39 2.89 2.54 0.10
H -0.85 3.59 0.70 0.09
H -1.09 5.11 1.55 0.12
H -1.13 3.58 2.48 0.08
H 0.89 5.86 0.53 0.14
H 1.01 4.29 -0.23 0.12
H 3.28 5.75 1.29 0.13
H 3.11 5.70 -0.36 0.14
H 4.38 3.97 0.80 0.11
C 2.52 -4.59 -3.73 0.01
N 1.78 -4.96 -2.46 -0.32
C 1.84 -6.49 -2.24 0.07
C 2.51 -4.28 -1.32 0.02
C 0.32 -4.66 -2.77 -0.09
C -0.11 -3.20 -2.69 -0.23
O 0.35 -2.52 -1.55 -0.08
H 3.58 -4.77 -3.56 0.11
H 2.33 -3.58 -4.08 0.10
H 2.26 -5.30 -4.52 0.11
H 1.82 -6.96 -3.22 0.12
H 0.95 -6.69 -1.65 0.08
H 2.76 -6.68 -1.69 0.11
H 3.52 -4.68 -1.37 0.11
H 1.91 -4.56 -0.45 0.09
H 2.59 -3.21 -1.47 0.09
H -0.29 -5.24 -2.06 0.13
H 0.11 -5.19 -3.70 0.15
H -1.20 -3.10 -2.77 0.14
H 0.25 -2.73 -3.61 0.12
H -0.16 -1.69 -1.48 0.06
P -1.09 0.03 0.74 0.21
F -2.58 0.66 0.65 -0.16
F -0.50 1.25 -0.19 -0.18
F -0.90 0.91 2.10 -0.17
F 0.41 -0.56 0.92 -0.15
F -1.65 -1.19 1.65 -0.16
F -1.35 -0.76 -0.64 -0.15
```

Summary:
* orbital gap: 9.9 eV
* LUMO level: -8.87 eV
* net charge: +5